{"formula": "C10H36O8", "method": "ωB97M-V/def2-TZVPD", "elements": ["C", "C", "C", "O", "H", "H", "H", "H", "H", "H", "H", "H", "C", "O", "H", "H", "H", "H", "C", "O", "H", "H", "H", "H", "C", "O", "H", "H", "H", "H", "C", "O", "H", "H", "H", "H", "C", "O", "H", "H", "H", "H", "C", "O", "H", "H", "H", "H", "C", "O", "H", "H", "H", "H"], "xyz": [[0.701, 1.487, 3.301], [1.063, 2.435, 2.230], [0.526, 3.785, 2.522], [2.517, 2.581, 2.112], [0.923, 1.952, 4.257], [1.250, 0.530, 3.187], [-0.359, 1.324, 3.246], [0.710, 2.072, 1.254], [-0.572, 3.692, 2.632], [0.649, 4.468, 1.681], [0.998, 4.197, 3.422], [2.692, 3.467, 1.828], [3.894, -0.213, 0.233], [3.507, 0.122, 1.543], [3.092, -0.087, -0.503], [4.826, 0.261, -0.105], [4.125, -1.288, 0.269], [3.350, 1.070, 1.656], [-2.185, 3.507, -1.054], [-2.599, 3.825, 0.266], [-1.480, 4.254, -1.400], [-1.646, 2.555, -1.136], [-3.057, 3.414, -1.699], [-3.059, 3.058, 0.635], [-4.065, -2.398, 0.281], [-2.873, -2.973, 0.852], [-4.565, -3.113, -0.355], [-4.741, -2.141, 1.096], [-3.855, -1.552, -0.378], [-2.270, -3.247, 0.132], [1.655, -3.036, 1.920], [1.837, -4.387, 2.397], [0.781, -2.547, 2.302], [2.524, -2.418, 2.197], [1.567, -3.071, 0.838], [2.754, -4.610, 2.167], [-1.712, -2.837, -3.930], [-2.358, -2.731, -2.694], [-1.652, -1.892, -4.464], [-0.672, -3.212, -3.865], [-2.256, -3.587, -4.515], [-1.851, -2.092, -2.165], [-0.915, -0.308, 0.313], [-0.891, -0.759, -1.044], [0.059, -0.278, 0.812], [-1.346, 0.697, 0.340], [-1.530, -0.967, 0.898], [-0.334, -0.166, -1.553], [1.040, 0.361, -3.987], [1.180, 0.296, -2.561], [1.792, -0.226, -4.489], [0.143, -0.164, -4.286], [1.063, 1.406, -4.303], [1.627, -0.514, -2.327]], "energy_ha": -1004.380058, "smiles": "CC(C)O.CO.CO.CO.CO.CO.CO.CO", "e_above_lowest_ev": 3.187, "orbital_gap_ev": 10.40}